1.
{
  "formula": "C15H14F3N2O9PS",
  "method": "ωB97M-V with the def2-TZVPD basis set",
  "homo_energy_ha": -0.33894,
  "e_lumo_ha": -0.052,
  "symbols": ["C", "C", "C", "C", "C", "C", "F", "C", "P", "O", "O", "O", "C", "N", "S", "N", "C", "H", "H", "H", "H", "H", "H", "H", "H", "C", "C", "O", "C", "O", "O", "F", "H", "H", "H", "C", "C", "O", "C", "O", "O", "F", "H", "H", "H"],
  "coordinates": [[-0.104313, 1.903133, 0.529207], [0.193670, 2.925154, -0.317525], [-0.612636, 4.289602, -0.410714], [-2.136673, 4.045713, -0.144301], [-2.881499, 4.796161, 0.856193], [-4.343001, 4.513195, 1.128072], [-5.048656, 5.198659, 2.066355], [-5.004594, 3.472188, 0.365518], [-6.803916, 2.995997, 0.657575], [-7.517677, 3.948335, 1.545604], [-6.719573, 1.524030, 1.476271], [-7.594790, 2.648508, -0.769042], [-4.292629, 2.678137, -0.724513], [-4.889286, 1.698275, -1.492698], [-3.626932, 1.232872, -2.488444], [-2.346551, 2.183474, -1.985744], [-2.829498, 2.992926, -0.964531], [0.401035, 0.903636, 0.371533], [-0.848941, 1.972825, 1.361359], [1.066269, 2.765463, -1.014156], [-0.458288, 4.676532, -1.459157], [-0.198751, 5.001476, 0.358070], [-2.366415, 5.598214, 1.443140], [-6.076096, 0.974220, 0.977263], [-7.094255, 3.083377, -1.486771], [4.629263, -0.743110, 0.425494], [4.044380, -1.892461, 1.188543], [2.667000, -1.553912, 1.266927], [2.407960, -0.812785, 0.157813], [1.312025, -0.579302, -0.252668], [3.552632, -0.373667, -0.433119], [4.548900, -1.951249, 2.444890], [4.887274, 0.102320, 1.068472], [5.510218, -1.028873, -0.148392], [4.158317, -2.868041, 0.699071], [3.744308, -6.760453, -1.308464], [4.816288, -7.498628, -0.564357], [5.607796, -6.454203, -0.028735], [4.760695, -5.404536, 0.150474], [5.006678, -4.451005, 0.823919], [3.595307, -5.578327, -0.526407], [5.579203, -8.233149, -1.406917], [4.047295, -6.489528, -2.322511], [2.810313, -7.318796, -1.358861], [4.448124, -8.132375, 0.246279]],
  "atomic_forces_ev_per_a": [[0.473, 0.316, -0.624], [-0.352, -0.567, 0.662], [0.111, -1.047, 0.321], [-1.120, 0.617, 0.847], [-0.192, -1.576, -1.381], [0.138, -2.199, -2.268], [1.545, -0.767, -1.304], [0.253, 0.224, -0.389], [-1.047, -0.352, 2.137], [0.758, -0.862, -1.368], [0.713, 1.541, -2.252], [1.952, 0.753, 1.408], [0.394, 1.556, 1.554], [3.357, 1.872, 0.545], [0.569, 1.118, 1.107], [-2.325, 0.745, 1.429], [-1.770, -1.122, -0.478], [-0.681, 1.722, 0.560], [0.439, 0.052, -1.038], [-1.264, 0.350, 0.550], [-0.266, -0.157, 1.176], [-0.510, -0.464, -0.957], [-0.568, -0.927, -0.617], [-0.544, 0.037, 0.434], [-0.397, -0.367, 0.127], [0.660, 0.344, -0.223], [0.084, -0.172, 0.334], [0.049, 0.267, -0.706], [-0.604, 0.156, -0.167], [0.694, -0.452, -0.032], [-0.449, -0.266, 0.259], [-0.037, -0.116, 0.055], [-0.081, -0.136, 0.126], [-0.188, 0.039, -0.151], [-0.166, 0.683, 0.410], [-0.731, -0.130, -0.445], [0.501, -0.325, -0.368], [-0.700, 0.198, 0.229], [0.164, 0.566, 0.290], [0.264, -1.055, -0.393], [0.539, -0.019, 0.333], [0.042, -0.094, 0.103], [0.193, -0.118, 0.091], [-0.031, 0.209, 0.145], [0.132, -0.073, -0.069]]
}

2.
{
  "formula": "C5H9N3O3S",
  "method": "ωB97M-V with the def2-TZVPD basis set",
  "smiles": "C=C/C=N/C=C(/N)S(=O)(=O)NO",
  "homo_energy_ha": -0.33202,
  "e_lumo_ha": 0.003,
  "e_above_lowest_kj_mol": 518.3,
  "symbols": ["C", "C", "C", "N", "C", "C", "N", "S", "O", "O", "N", "O", "H", "H", "H", "H", "H", "H", "H", "H", "H"],
  "coordinates": [[-2.634491, -1.502482, -1.404870], [-1.978424, -0.420869, -1.582708], [-1.449239, 0.317391, -0.462038], [-0.878647, 1.429831, -0.657876], [-0.159638, 2.021148, 0.369579], [0.960571, 1.466449, 0.925555], [1.859524, 2.142327, 1.944273], [1.482720, -0.268577, 0.872810], [2.898038, -0.354932, 0.764601], [0.874842, -1.106600, 1.887281], [0.832955, -1.031334, -0.599361], [1.318589, -2.350703, -0.516737], [-3.159213, -2.116085, -2.237577], [-2.999504, -1.722162, -0.363855], [-1.808009, -0.026200, -2.537219], [-1.524891, -0.236394, 0.384821], [-0.611345, 3.045313, 0.469560], [2.513681, 2.789937, 1.503616], [2.311097, 1.417374, 2.465160], [1.448201, -0.688885, -1.434258], [0.703192, -2.804550, 0.209239]],
  "atomic_forces_ev_per_a": [[-4.096, -3.690, 0.369], [0.865, 2.017, -0.367], [0.132, 0.982, -3.157], [0.186, -0.495, 0.353], [0.408, 0.179, -0.042], [0.325, 1.490, 1.838], [-2.297, -0.331, -2.104], [-0.904, -1.990, -1.409], [1.019, 0.919, 0.270], [-0.233, 1.172, -0.035], [1.575, 1.476, -1.470], [-1.892, -1.953, 2.408], [1.276, 1.140, 1.474], [0.732, -0.323, -1.022], [0.467, 0.496, -1.332], [0.035, -0.958, 3.320], [1.496, -0.729, 0.771], [-0.101, -0.598, 0.124], [0.633, 0.030, 0.346], [-1.463, -0.268, 1.904], [1.838, 1.433, -2.238]]
}

3.
{
  "formula": "C43H33CaF5N11O4S2Si",
  "method": "ωB97M-V with the def2-TZVPD basis set",
  "homo_energy_ha": [-0.20938, -0.18877],
  "e_lumo_ha": [-0.003, 0.007],
  "e_above_lowest_kj_mol": 29.6,
  "total_charge": -1,
  "symbols": ["Ca", "C", "C", "C", "C", "C", "C", "C", "S", "O", "O", "N", "C", "C", "C", "C", "C", "N", "H", "H", "H", "H", "H", "H", "H", "H", "H", "H", "H", "N", "C", "C", "C", "C", "C", "C", "S", "O", "O", "N", "C", "N", "C", "C", "C", "N", "H", "H", "H", "H", "H", "H", "H", "H", "H", "C", "Si", "C", "C", "N", "C", "C", "C", "C", "C", "C", "F", "H", "H", "H", "H", "H", "H", "H", "H", "H", "H", "H", "H", "H", "F", "C", "C", "F", "C", "C", "C", "F", "C", "C", "C", "N", "C", "N", "F", "C", "C", "N", "C", "N"],
  "coordinates": [[0.701017, -1.537452, 0.216980], [6.992476, 0.687610, -4.789791], [5.724004, 0.125311, -4.212712], [5.313420, 0.464198, -2.925740], [4.144111, -0.049200, -2.390795], [3.373460, -0.915250, -3.152958], [3.760098, -1.266744, -4.435946], [4.931663, -0.740982, -4.958132], [1.909056, -1.601816, -2.441223], [1.271428, -2.392732, -3.463723], [2.345189, -2.327979, -1.235153], [1.062904, -0.427674, -1.831213], [0.230167, 0.386166, -2.585457], [0.010099, 0.261759, -3.967558], [-0.885462, 1.121886, -4.573372], [-1.539108, 2.089230, -3.819475], [-1.255051, 2.135154, -2.465563], [-0.403775, 1.316224, -1.856958], [7.588317, 1.180669, -4.022659], [6.780728, 1.421166, -5.570255], [7.602915, -0.097455, -5.237770], [5.921712, 1.132351, -2.328458], [3.840477, 0.206827, -1.382972], [3.143399, -1.944372, -5.010472], [5.235555, -1.015751, -5.961589], [0.494878, -0.511863, -4.542275], [-1.077832, 1.030302, -5.635720], [-2.251144, 2.774147, -4.259476], [-1.746894, 2.865036, -1.829133], [3.984708, 1.714629, 7.612324], [3.808825, 0.983861, 6.435203], [3.727177, 1.634412, 5.204117], [3.595824, 0.904812, 4.036307], [3.536531, -0.481102, 4.078955], [3.636124, -1.135724, 5.297467], [3.771830, -0.409539, 6.466838], [3.370662, -1.392930, 2.572823], [3.982194, -2.677165, 2.791393], [3.871809, -0.522350, 1.533351], [1.808877, -1.546087, 2.247475], [1.023123, -2.429743, 2.913230], [0.044791, -2.952627, 2.136191], [-0.820231, -3.772266, 2.709417], [-0.724166, -4.121105, 4.046541], [0.330298, -3.557392, 4.748071], [1.198882, -2.712572, 4.211492], [3.646685, 2.663190, 7.569562], [3.669175, 1.248237, 8.448029], [3.777176, 2.716360, 5.162815], [3.548108, 1.409551, 3.080921], [3.594813, -2.214379, 5.319067], [3.856956, -0.926909, 7.415393], [-1.598586, -4.169731, 2.068354], [-1.421922, -4.801249, 4.510380], [0.479621, -3.796563, 5.796986], [-0.848340, 3.447885, 2.325535], [-0.185245, 1.688641, 2.286687], [0.150619, 1.135111, 4.038315], [1.284834, 1.693970, 1.168760], [-1.272047, 0.436864, 1.637603], [-2.592593, 0.422903, 1.644129], [-3.445498, 1.551624, 1.883156], [-4.810586, 1.478846, 1.771892], [-5.430857, 0.273567, 1.434733], [-4.666820, -0.865876, 1.210965], [-3.301457, -0.780537, 1.309991], [-2.580504, -1.875055, 1.056160], [0.010412, 4.087157, 2.552925], [-1.595420, 3.630325, 3.098596], [-1.249244, 3.772126, 1.364083], [0.752583, 1.876723, 4.568539], [0.680474, 0.184332, 4.086037], [-0.797802, 1.028666, 4.571620], [1.878575, 2.601188, 1.313130], [0.945638, 1.685866, 0.128827], [1.955352, 0.848764, 1.332996], [-2.981516, 2.499261, 2.100131], [-5.409424, 2.367394, 1.918546], [-6.506680, 0.226249, 1.334013], [-5.114496, -1.812588, 0.940145], [-2.807363, -0.355443, -1.262294], [-3.591348, -0.364349, -2.352026], [-4.496229, 0.643807, -2.463340], [-4.533605, 1.547573, -1.473189], [-5.360130, 0.798356, -3.579874], [-5.165006, -0.201123, -4.571007], [-4.264517, -1.217838, -4.453381], [-4.211081, -2.115593, -5.445193], [-3.411790, -1.381138, -3.330577], [-2.478368, -2.433453, -3.192832], [-1.710420, -2.576421, -2.020240], [-1.055642, -2.639926, -1.072958], [-2.198622, -3.387848, -4.208487], [-1.957792, -4.193449, -4.995839], [-5.928277, -0.175172, -5.673284], [-6.308625, 1.831988, -3.686688], [-6.570727, 2.751913, -2.637066], [-6.839096, 3.521002, -1.820920], [-7.111718, 2.041321, -4.838661], [-7.786686, 2.278030, -5.742760]],
  "atomic_forces_ev_per_a": [[-0.674, 0.313, 0.138], [0.077, 0.024, -0.017], [-0.033, 0.011, 0.029], [-0.015, -0.006, -0.004], [0.032, 0.017, 0.050], [0.052, 0.020, 0.030], [-0.048, 0.041, -0.020], [-0.013, -0.029, -0.029], [0.257, -0.343, -0.032], [0.096, 0.042, -0.036], [-0.072, -0.076, -0.243], [-0.166, 0.337, -0.361], [-0.064, -0.008, 0.070], [-0.132, 0.141, -0.091], [0.045, -0.006, 0.022], [-0.018, -0.015, 0.027], [-0.018, 0.022, -0.065], [0.077, -0.022, -0.023], [-0.001, 0.006, 0.006], [-0.025, 0.002, -0.004], [-0.007, -0.013, -0.008], [0.013, 0.004, 0.003], [-0.010, -0.029, 0.015], [-0.006, -0.019, 0.015], [0.018, 0.001, -0.006], [0.029, -0.016, 0.042], [-0.002, 0.000, -0.002], [-0.002, 0.001, -0.001], [-0.006, -0.008, 0.015], [-0.011, 0.055, 0.053], [-0.019, 0.038, -0.029], [0.014, -0.029, 0.017], [0.007, 0.000, -0.018], [0.073, 0.109, 0.027], [-0.023, -0.014, 0.049], [-0.001, -0.057, -0.046], [0.072, 0.187, 0.080], [0.045, 0.034, -0.001], [0.066, -0.130, -0.009], [0.200, -0.104, 0.315], [0.148, -0.101, 0.106], [-0.056, 0.064, 0.248], [0.012, -0.051, 0.027], [-0.014, -0.020, -0.056], [-0.018, 0.004, -0.035], [-0.115, -0.138, 0.035], [0.013, -0.011, -0.009], [0.008, -0.017, -0.018], [0.002, 0.016, 0.013], [-0.002, -0.013, -0.022], [0.025, -0.014, -0.008], [-0.006, 0.008, 0.020], [-0.028, 0.011, -0.004], [-0.006, -0.004, 0.003], [0.019, 0.027, 0.011], [0.153, 0.074, 0.099], [-0.342, -0.309, -0.162], [-0.070, 0.094, 0.066], [0.221, 0.047, -0.102], [0.239, 0.025, 0.177], [-0.078, -0.053, -0.251], [-0.035, 0.022, 0.002], [0.053, 0.018, 0.015], [-0.054, -0.050, 0.031], [0.060, -0.003, 0.043], [0.094, -0.066, 0.049], [-0.062, 0.085, 0.175], [-0.019, 0.052, -0.014], [-0.007, -0.012, 0.026], [0.006, -0.021, -0.039], [0.016, 0.009, 0.012], [0.007, -0.039, -0.054], [-0.012, 0.002, 0.025], [0.003, -0.004, 0.016], [-0.010, 0.009, -0.018], [0.006, 0.009, -0.028], [-0.023, -0.026, 0.028], [-0.008, 0.006, -0.007], [-0.007, 0.005, -0.007], [-0.006, 0.000, -0.013], [-0.101, -0.019, -0.301], [0.108, -0.030, 0.062], [-0.009, 0.039, 0.077], [0.005, -0.070, -0.136], [0.078, -0.048, 0.025], [-0.077, -0.024, -0.113], [0.009, -0.032, -0.050], [0.010, 0.063, 0.060], [-0.015, 0.071, 0.090], [-0.138, 0.089, -0.033], [0.275, 0.223, 0.070], [-0.084, -0.339, -0.195], [-0.095, -0.053, -0.006], [0.033, -0.010, -0.024], [0.099, -0.007, 0.129], [0.081, -0.107, 0.013], [-0.011, 0.094, 0.064], [-0.011, -0.002, 0.021], [-0.062, 0.036, -0.095], [-0.013, 0.002, 0.001]]
}

4.
{
  "formula": "C3H6O2P",
  "method": "ωB97M-V with the def2-TZVPD basis set",
  "homo_energy_ha": -0.16086,
  "e_lumo_ha": 0.159,
  "e_above_lowest_kj_mol": 29.1,
  "total_charge": -1,
  "symbols": ["C", "C", "C", "O", "O", "P", "H", "H", "H", "H", "H", "H"],
  "coordinates": [[-0.082274, 0.486055, -0.004313], [0.663051, -0.285746, -1.066641], [-0.182316, -0.625627, 1.173538], [2.658067, -1.152361, 0.900156], [0.905620, -2.893113, 0.000821], [1.219224, -1.488226, 0.305973], [0.423765, 1.542495, 0.186580], [-1.058095, 0.641758, -0.366500], [0.020040, -0.609405, -1.805024], [1.560642, 0.141394, -1.323534], [-0.047781, -0.239940, 2.147719], [-1.102672, -1.193003, 1.142395]],
  "atomic_forces_ev_per_a": [[0.500, 1.258, 1.346], [0.949, -0.926, 3.287], [1.176, 1.354, -1.538], [-3.750, -0.094, -1.563], [-0.426, -1.414, -0.287], [2.941, 0.802, 1.172], [-1.083, -2.310, 0.268], [-1.388, 0.782, -0.303], [-0.846, -1.027, -1.771], [1.822, 1.326, -1.464], [0.339, 0.354, 1.170], [-0.235, -0.105, -0.317]]
}